Molecular formula: C48H52BrIN4O3Sc
Method: DFT, ωB97M-V/def2-TZVPD

- strongest force on any atom (eV/Å) = 3.8
- LUMO level (eV) = 1.984
- charge = -1
- HOMO-LUMO gap (eV) = 6.527
- multiplicity = 1

Geometry (Å):
Sc 0.866 0.171 -0.220
C 0.506 -0.292 4.433
N 0.980 -1.045 3.294
C 0.508 -2.395 3.347
C 2.367 -0.831 2.913
C 3.298 -0.361 3.803
C 4.594 -0.116 3.470
C 5.075 -0.810 2.295
C 4.183 -1.401 1.463
C 2.783 -1.316 1.665
N 1.899 -1.578 0.614
C 1.852 -2.807 0.029
C 2.637 -3.809 0.512
C 2.588 -5.105 0.049
C 1.940 -5.404 -1.155
C 1.217 -4.390 -1.727
C 1.105 -3.106 -1.157
N 0.373 -2.039 -1.789
C 0.842 -1.779 -3.128
C -1.066 -2.097 -1.690
H 0.922 -0.599 5.379
H -0.546 -0.402 4.475
H 0.735 0.803 4.432
H 1.099 -3.073 3.954
H 0.406 -2.787 2.346
H -0.495 -2.460 3.740
H 3.054 -0.103 4.816
H 5.293 0.159 4.255
H 6.110 -0.826 2.048
H 4.527 -1.849 0.563
H 3.220 -3.546 1.405
H 3.366 -5.803 0.379
H 2.034 -6.362 -1.647
H 0.628 -4.589 -2.655
H 0.480 -2.562 -3.821
H 1.928 -1.827 -3.151
H 0.462 -0.837 -3.432
H -1.501 -2.877 -2.275
H -1.485 -1.123 -2.071
H -1.342 -2.253 -0.607
C 5.202 0.668 -1.693
C 5.567 1.714 -0.885
C 4.810 2.203 0.106
C 3.530 1.740 0.330
N 3.106 0.745 -0.474
C 3.901 0.297 -1.437
C 2.540 2.363 1.264
C 2.772 3.427 2.066
C 1.744 4.032 2.776
C 0.400 3.692 2.548
C 0.183 2.528 1.802
C 1.222 1.849 1.153
H 5.685 0.272 -2.556
H 6.598 2.065 -0.951
H 5.241 2.942 0.690
H 3.574 -0.517 -2.175
H 3.833 3.709 2.086
H 2.003 4.935 3.347
H -0.332 4.210 3.103
H -0.797 2.087 1.659
C -7.171 1.094 -1.970
C -6.303 -0.086 -2.291
C -5.829 -0.095 -3.789
C -7.082 -1.359 -2.008
C -4.987 0.062 -1.441
C -4.126 1.087 -1.818
C -2.962 1.288 -1.173
Br -1.807 2.667 -1.661
C -2.517 0.431 -0.143
O -1.242 0.400 0.238
C -3.575 -0.360 0.514
C -4.774 -0.581 -0.192
C -3.388 -1.060 1.836
C -2.634 -0.182 2.833
C -4.788 -1.510 2.445
C -2.523 -2.346 1.639
H -7.936 1.166 -2.730
H -6.603 2.046 -2.073
H -7.657 1.100 -1.002
H -6.707 -0.239 -4.519
H -5.131 -0.959 -3.891
H -5.373 0.826 -4.116
H -7.989 -1.597 -2.558
H -7.365 -1.412 -0.955
H -6.424 -2.205 -2.169
H -4.300 1.681 -2.646
H -5.537 -1.248 0.070
H -3.170 0.751 3.083
H -1.643 0.065 2.402
H -2.497 -0.696 3.768
H -5.508 -0.670 2.540
H -4.558 -1.755 3.466
H -5.203 -2.305 1.944
H -1.460 -2.069 1.433
H -2.856 -2.880 0.751
H -2.537 -2.987 2.563
I 4.557 7.182 -1.811
C 3.543 5.337 -2.235
C 2.436 4.949 -1.488
C 1.761 3.785 -1.832
C 2.287 2.932 -2.782
C 3.387 3.409 -3.580
C 4.093 4.520 -3.242
C 1.605 1.630 -3.032
O 1.752 1.007 -4.095
O 0.920 1.116 -2.070
H 2.076 5.510 -0.704
H 0.919 3.579 -1.265
H 3.610 2.693 -4.372
H 4.989 4.756 -3.784

Molecular formula: C6H16
Method: DFT, ωB97M-V/def2-TZVPD

- strongest force on any atom (eV/Å) = 1.4
- LUMO level (spin up / spin down) (eV) = 4.074 / 4.156
- charge = -1
- HOMO-LUMO gap (spin up / spin down) (eV) = 2.565 / 11.840
- multiplicity = 2

Geometry (Å):
C 1.078 1.105 -1.007
C 1.666 1.984 0.098
C 1.098 1.754 -2.389
H 1.617 0.151 -1.011
H 0.046 0.910 -0.730
H 2.665 2.370 -0.160
H 0.343 1.315 -3.035
H 0.902 2.828 -2.244
H 1.786 1.391 1.009
H 1.046 2.865 0.300
H 2.134 1.753 -2.756
C -1.139 -1.467 0.572
C -0.593 -0.826 1.839
C -2.158 -2.582 0.867
H -1.583 -0.763 -0.119
H -0.298 -1.914 0.043
H 0.486 -0.986 1.996
H -2.825 -2.245 1.665
H -2.713 -2.855 -0.026
H -1.661 -3.511 1.189
H -0.682 0.261 1.816
H -1.083 -1.143 2.762

Molecular formula: C2H3N2O2
Method: DFT, ωB97M-V/def2-TZVPD

- strongest force on any atom (eV/Å) = 4.3
- LUMO level (spin up / spin down) (eV) = 4.267 / 4.267
- charge = -1
- HOMO-LUMO gap (spin up / spin down) (eV) = 7.469 / 7.465
- multiplicity = 1

Geometry (Å):
C 0.446 0.951 -0.021
C 0.714 -0.585 -0.025
N -0.792 1.094 0.378
N -1.368 -0.011 0.735
O -2.305 0.022 -0.847
O -0.390 -1.076 0.611
H 1.183 1.692 -0.292
H 0.857 -1.186 -0.962
H 1.654 -0.900 0.423

Molecular formula: C3H15NO4
Method: DFT, ωB97M-V/def2-TZVPD

- strongest force on any atom (eV/Å) = 3.2
- LUMO level (eV) = -4.671
- HOMO-LUMO gap (eV) = 3.668
- multiplicity = 1

Geometry (Å):
N -1.286 -1.231 0.110
C 0.986 -1.668 -1.672
C 1.875 0.607 -1.204
C 0.940 -0.232 -1.684
H -1.672 -2.152 0.270
H -0.266 -1.469 0.078
H 1.908 -2.250 -1.748
H 0.038 -2.213 -1.823
H 1.979 1.640 -1.462
H 2.715 0.182 -0.688
H 0.133 0.125 -2.330
H -0.789 1.386 1.690
H 0.226 1.324 0.484
O 0.145 1.441 1.423
H 1.736 -1.731 1.751
H 1.794 -1.531 0.239
O 2.366 -1.469 1.059
H -1.953 0.548 -0.875
H -2.202 1.529 0.334
O -1.824 1.508 -0.656
H -2.661 1.141 2.537
H -1.585 -0.323 0.514
O -2.338 1.041 1.626

Molecular formula: C46H60CuN6OS
Method: DFT, ωB97M-V/def2-TZVPD

- strongest force on any atom (eV/Å) = 1.7
- LUMO level (spin up / spin down) (eV) = -1.065 / -1.067
- HOMO-LUMO gap (spin up / spin down) (eV) = 3.230 / 3.228
- multiplicity = 2

Geometry (Å):
Cu 0.108 -0.157 -0.332
C -1.729 3.242 2.914
C -0.659 2.206 3.298
C 0.107 2.733 4.515
C -1.327 0.861 3.535
C -2.251 0.767 4.565
C -2.968 -0.389 4.794
C -2.793 -1.462 3.938
C -1.893 -1.423 2.882
C -1.748 -2.677 2.044
C -0.780 -3.647 2.730
C -3.121 -3.353 1.854
C -1.075 -0.254 2.684
N -0.090 -0.167 1.709
C 1.216 0.044 2.095
C 2.255 0.207 1.169
N 2.039 0.230 -0.170
C 3.030 -0.085 -1.094
C 3.328 0.822 -2.141
C 4.226 0.467 -3.136
C 4.852 -0.769 -3.124
C 4.566 -1.659 -2.102
C 3.673 -1.347 -1.086
C 3.328 -2.407 -0.055
C 2.484 -3.509 -0.707
C 4.573 -2.987 0.621
C 2.621 2.160 -2.189
C 1.488 2.099 -3.224
C 3.550 3.336 -2.496
C 3.528 0.303 1.900
C 4.848 0.476 1.564
C 5.825 0.418 2.591
C 5.510 0.189 3.905
C 4.150 0.025 4.285
C 3.644 -0.274 5.581
C 2.304 -0.502 5.746
C 1.369 -0.424 4.682
C 1.817 -0.076 3.427
C 3.215 0.115 3.266
H -1.262 4.157 2.538
H -2.328 3.506 3.787
H -2.414 2.842 2.162
H 0.049 2.096 2.473
H -0.572 2.932 5.347
H 0.615 3.666 4.263
H 0.852 2.017 4.847
H -2.414 1.622 5.212
H -3.652 -0.456 5.629
H -3.378 -2.358 4.116
H -1.323 -2.384 1.077
H -1.149 -3.921 3.720
H 0.188 -3.161 2.853
H -0.629 -4.569 2.158
H -3.407 -3.833 2.788
H -2.156 -4.736 0.685
H -3.874 -2.618 1.575
H 4.451 1.166 -3.935
H 5.545 -1.041 -3.909
H 5.048 -2.631 -2.107
H 2.718 -1.955 0.726
H 2.964 -3.895 -1.608
H 1.506 -3.110 -0.985
H 2.336 -4.338 -0.012
H 5.198 -3.536 -0.086
H 4.282 -3.672 1.420
H 5.169 -2.189 1.060
H 2.193 2.312 -1.197
H 1.887 1.803 -4.196
H 1.011 3.080 -3.348
H 0.744 1.362 -2.918
H 3.891 3.317 -3.533
H 4.425 3.321 -1.847
H 3.020 4.278 -2.336
H 5.162 0.629 0.539
H 6.867 0.529 2.312
H 6.290 0.107 4.652
H 4.324 -0.352 6.421
H 1.929 -0.757 6.731
H 0.329 -0.657 4.870
C 0.271 -1.437 -3.102
O -0.513 -0.558 -2.290
H 0.044 -1.255 -4.156
H 0.054 -2.481 -2.881
H 1.324 -1.226 -2.913
H -1.414 -0.926 -2.211
C -4.958 -5.611 2.114
C -3.966 -5.582 1.002
C -3.773 -6.539 0.047
C -3.232 -6.138 -1.188
N -3.339 -4.843 -1.542
C -3.520 -3.941 -0.638
S -4.275 -2.446 -0.808
N -3.118 -4.395 0.803
H -5.613 -6.468 1.971
H -5.576 -4.711 2.119
H -4.491 -5.706 3.098
H -4.166 -7.536 0.194
H -2.958 -6.825 -1.976
N -2.301 4.112 -1.453
C -3.194 2.932 -1.200
C -2.304 1.692 -1.168
N -1.263 1.786 -0.178
C -0.461 2.976 -0.302
C -1.297 4.261 -0.351
H -2.842 4.967 -1.572
H -1.791 3.924 -2.322
H -3.936 2.860 -1.995
H -3.697 3.085 -0.246
H -1.836 1.560 -2.151
H -2.900 0.803 -0.984
H -1.568 1.583 0.767
H 0.111 2.900 -1.231
H 0.244 3.029 0.526
H -0.665 5.126 -0.553
H -1.838 4.418 0.580

Molecular formula: C13H24NO
Method: DFT, ωB97M-V/def2-TZVPD

- strongest force on any atom (eV/Å) = 4.1
- LUMO level (spin up / spin down) (eV) = -5.071 / -5.070
- charge = +1
- HOMO-LUMO gap (spin up / spin down) (eV) = 6.894 / 6.896
- multiplicity = 1

Geometry (Å):
C -1.599 -0.709 -0.573
C -2.650 -0.746 0.255
C -1.176 0.567 -1.199
C -0.907 -1.855 -1.207
C -3.375 0.362 0.792
C -1.667 1.808 -0.314
C 0.067 -2.520 -0.205
C -3.136 1.664 -0.112
C 1.476 -1.744 -0.192
C 2.951 0.938 -1.403
C 0.040 0.364 2.197
C 3.306 1.106 0.051
C 2.710 0.027 1.111
N 1.470 -0.602 0.648
O 0.368 -0.583 1.481
H -0.007 0.688 -1.328
H -1.519 0.776 -2.226
H -1.650 -2.737 -1.289
H -0.398 -1.744 -2.217
H -4.456 0.133 0.838
H -3.016 0.561 1.892
H -1.291 1.796 0.797
H -1.249 2.702 -0.829
H -0.319 -2.725 0.768
H 0.415 -3.435 -0.650
H -3.715 1.447 -1.024
H -3.434 2.612 0.343
H 2.356 -2.527 -0.005
H 1.587 -1.144 -1.120
H 3.413 0.046 -1.864
H 1.845 0.982 -1.438
H 3.366 1.822 -1.966
H -1.010 0.318 2.516
H -2.936 -1.689 0.706
H 0.638 1.203 2.713
H 3.071 2.104 0.391
H 4.410 0.973 0.383
H 3.478 -0.690 1.180
H 2.542 0.450 2.100

Molecular formula: C8H12N2O
Method: DFT, ωB97M-V/def2-TZVPD

- strongest force on any atom (eV/Å) = 7.4
- LUMO level (eV) = 0.574
- HOMO-LUMO gap (eV) = 8.751
- multiplicity = 1

Geometry (Å):
C -2.019 -1.263 0.384
C -0.960 -0.888 1.087
C -0.343 0.311 1.157
C -1.028 1.345 0.414
C -2.013 0.863 -0.502
C 0.689 -1.897 -0.703
C 1.525 -0.748 -0.144
C 1.556 1.799 -0.119
H -2.256 -2.295 0.121
H -0.224 -1.599 1.721
H 0.457 0.519 1.828
H -0.841 2.466 0.200
H -2.465 1.541 -1.266
H -0.170 -1.470 -1.192
H 0.345 -2.615 0.072
H 1.367 -2.322 -1.438
H 0.186 0.583 -0.967
H 2.710 1.717 -0.111
H 1.332 2.552 -1.006
H 1.149 2.187 0.904
N -2.580 -0.352 -0.493
N 0.936 0.458 -0.288
O 2.644 -0.891 0.340

Molecular formula: CH24O10
Method: DFT, ωB97M-V/def2-TZVPD

- strongest force on any atom (eV/Å) = 4.1
- LUMO level (spin up / spin down) (eV) = -11.293 / -16.741
- charge = +3
- HOMO-LUMO gap (spin up / spin down) (eV) = 8.927 / 2.569
- multiplicity = 2

Geometry (Å):
O 0.485 -1.658 -2.081
H 1.234 -2.258 -2.060
H 0.555 -0.976 -1.409
H 0.596 -1.250 -2.942
O 1.156 2.489 -2.056
H 2.082 2.582 -1.823
H 0.772 1.766 -1.554
H 1.093 2.237 -2.980
O 3.590 -0.484 -0.248
H 2.704 -0.114 -0.222
H 3.751 -1.190 0.382
H 3.768 -0.704 -1.166
C -0.173 0.344 0.556
O 0.920 0.312 -0.276
H 0.220 0.536 1.554
H -0.738 1.251 0.335
H -0.746 -0.578 0.457
O 0.001 -2.224 3.190
H 0.412 -1.370 3.327
H 0.736 -2.831 3.097
O -4.098 0.355 -0.370
H -3.297 -0.122 -0.586
H -4.098 0.403 0.586
O -2.443 -2.253 -1.296
H -1.638 -2.336 -0.784
H -2.213 -1.656 -2.008
O -0.726 4.115 -0.504
H -1.235 4.794 -0.061
H -1.248 3.319 -0.401
O -0.230 2.761 3.207
H -1.083 2.810 2.776
H 0.091 1.882 3.006
O -0.289 -3.396 0.474
H 0.614 -3.672 0.633
H -0.523 -2.883 1.247

> Which of these has the highest strongest force on any atom?

C8H12N2O